[1]
Entry from the Open Molecules 2025 dataset: a molecular structure, C6H10O in a non-equilibrium geometry (ωB97M-V/def2-TZVPD).

The geometry in XYZ format:
```
17
Properties=species:S:1:pos:R:3:forces:R:3:nbo_charge:R:1
C 1.654202 0.245956 -0.079360 -1.3 -0.5 -1.2 0.3195
C 0.746212 0.557655 -1.048560 -2.6 -0.1 0.0 0.0073
C 2.585472 -0.643778 0.580615 1.9 0.2 1.5 -0.6957
C -1.473191 -1.018615 -0.856910 -1.4 1.9 1.0 -0.6369
C -1.508181 1.055992 0.654053 2.5 -0.3 -0.3 -0.6993
C -1.269708 0.511871 -0.747033 2.5 -1.8 0.6 -0.0709
O 1.356504 1.440879 0.226124 0.5 2.0 1.1 -0.5103
H 2.696383 -1.578433 0.065440 -0.1 -0.4 -0.3 0.2397
H 2.136122 -0.832677 1.593585 0.6 0.1 -0.7 0.2537
H 3.667969 -0.198375 0.731170 -2.3 -0.6 -0.3 0.2518
H -0.994775 -1.492660 -1.626956 1.5 -0.7 -2.3 0.2147
H -2.507790 -1.288668 -1.007575 -0.7 0.1 0.2 0.2074
H -1.127636 -1.514672 0.026068 0.1 -0.1 0.8 0.2014
H -0.489963 1.037737 1.140874 -0.7 0.3 -0.3 0.2396
H -2.064298 0.406623 1.371528 -0.5 0.9 -1.0 0.2344
H -1.673301 2.123557 0.466247 -0.8 -0.3 1.1 0.2317
H -1.734029 1.187608 -1.489302 0.8 -0.9 -0.1 0.2119
```
Forces are in eV/Å.

The total energy is -309.63232 hartree. As for the energy above the lowest of the compared OMol25 structures with the same formula, charge and spin: 5.7157 eV. As for the charge: 0. The largest force on an atom comes out at 3.1 eV/A. The frontier orbital gap is 0.3022 Ha.

---

[2]
Entry from the Open Molecules 2025 dataset: a molecular structure, C41H45As2MnN5O4SSe in a non-equilibrium geometry (ωB97M-V/def2-TZVPD).

The geometry in XYZ format:
```
100
Properties=species:S:1:pos:R:3:forces:R:3:lowdin_spin:R:1
Mn -0.697988 0.338077 -0.390054 0.7 0.5 -1.1 3.9800
C -3.118256 -0.632838 -3.242945 0.2 0.3 0.0 -0.0184
As -2.247083 -1.169833 -1.597740 -0.9 -0.9 -0.1 -0.0769
C -1.877937 -3.033849 -2.022555 0.3 0.2 -0.1 -0.0153
C -3.737533 -1.473235 -0.377055 0.1 0.1 0.1 -0.0035
C -5.035295 -1.715757 -0.802550 0.1 -0.1 -0.1 -0.0011
C -6.048239 -1.907688 0.127188 0.0 0.0 0.0 0.0011
C -5.765147 -1.874485 1.484150 0.0 0.0 0.0 0.0015
C -4.467722 -1.624618 1.911365 0.0 0.0 0.0 -0.0033
C -3.455337 -1.409983 0.985319 0.0 0.1 -0.2 -0.0085
As -1.635873 -0.919487 1.506561 -0.5 -0.6 0.9 -0.0619
C -1.927736 0.104925 3.121026 -0.1 0.5 -0.1 -0.0109
C -1.115276 -2.653312 2.234809 0.2 -0.1 -0.3 -0.0087
H -3.762237 -1.440154 -3.586223 0.0 -0.1 0.1 -0.0035
H -2.354174 -0.441068 -3.995091 0.0 0.0 0.0 0.0001
H -3.698089 0.274703 -3.086954 0.0 0.0 0.0 -0.0001
H -2.820073 -3.511496 -2.287082 0.0 0.1 0.0 -0.0032
H -1.433699 -3.524324 -1.159667 0.0 0.0 0.0 0.0000
H -1.177570 -3.089336 -2.854500 -0.1 0.0 0.0 0.0000
H -5.274089 -1.736215 -1.858956 0.0 0.0 0.0 0.0000
H -7.061510 -2.077597 -0.212721 0.0 0.0 0.0 -0.0002
H -6.555516 -2.024219 2.207859 0.0 0.0 0.0 -0.0001
H -4.252359 -1.584218 2.972734 0.0 0.0 0.0 -0.0002
H -2.409288 -0.511869 3.876889 -0.1 -0.1 -0.1 -0.0023
H -2.549380 0.968540 2.884297 -0.1 0.0 0.0 0.0003
H -0.963054 0.445523 3.494489 -0.2 -0.1 -0.1 0.0000
H -1.941958 -3.018962 2.841492 0.0 0.0 0.0 -0.0022
H -0.218310 -2.547925 2.840350 -0.1 -0.1 0.0 0.0002
H -0.925843 -3.355222 1.422957 0.0 0.0 0.0 -0.0001
O 0.763983 -1.991981 -0.810030 0.2 -0.1 0.2 0.0247
C 1.821058 -1.720610 -1.739114 0.1 0.4 0.0 0.0016
C 1.984822 -0.152555 -1.889327 -0.1 -0.4 0.0 0.0098
O 2.958637 0.292830 -2.465385 0.0 0.0 0.0 0.0112
O 0.998171 0.530089 -1.446541 -0.1 0.0 0.1 0.0699
C 1.359187 -2.307164 -3.066293 0.0 0.0 0.0 0.0000
C 1.276155 -3.693218 -3.182154 0.1 0.0 -0.1 0.0001
C 0.790594 -4.276895 -4.340500 0.0 0.0 0.0 0.0000
C 0.389947 -3.478817 -5.405417 0.0 0.0 0.0 0.0000
C 0.482298 -2.099870 -5.302072 0.0 0.0 0.0 0.0000
C 0.961586 -1.514202 -4.134996 0.0 0.0 0.0 -0.0001
C 3.123682 -2.368755 -1.279179 0.0 0.0 0.0 0.0009
C 4.292540 -2.174676 -2.016253 0.0 0.0 0.0 0.0002
C 5.493087 -2.714012 -1.585373 0.0 0.0 0.0 0.0001
C 5.547177 -3.479536 -0.427707 0.0 0.0 0.0 0.0001
C 4.383034 -3.720299 0.280512 0.0 0.0 0.0 0.0000
C 3.179253 -3.170396 -0.143031 0.0 0.1 0.0 0.0003
H 1.149514 -1.836798 0.067320 -0.1 0.1 0.2 0.0007
H 1.593238 -4.312464 -2.351591 0.0 0.0 0.0 0.0000
H 0.721960 -5.355026 -4.413346 0.0 0.0 0.0 0.0000
H 0.007188 -3.932050 -6.311009 0.0 0.0 0.0 0.0000
H 0.182292 -1.471542 -6.131312 0.0 0.0 0.0 0.0000
H 1.035578 -0.435756 -4.069524 0.0 0.0 0.0 0.0000
H 4.255616 -1.572414 -2.911159 0.0 0.0 0.0 0.0001
H 6.393569 -2.533925 -2.158835 0.0 0.0 0.0 0.0000
H 6.490300 -3.886038 -0.084943 0.0 0.0 0.0 0.0000
H 4.403618 -4.338679 1.169362 0.0 0.0 0.0 0.0000
H 2.283647 -3.389488 0.423265 0.0 0.0 0.0 0.0001
C 3.346001 2.794389 4.814299 0.0 0.0 -0.1 0.0001
C 3.670052 2.371780 3.386218 -0.1 0.1 0.1 0.0003
N 3.106506 1.057426 3.073473 -0.1 0.0 -0.1 0.0017
C 4.018969 -0.074483 3.178989 0.0 -0.1 -0.1 0.0001
C 4.788660 -0.290099 1.881342 0.0 0.1 0.1 0.0001
C 1.833629 0.936745 2.664775 0.4 0.0 -0.1 0.0012
S 1.155210 -0.612504 2.423838 0.5 -0.2 -0.3 0.0032
N 1.162074 2.100595 2.591803 -0.1 0.0 0.2 0.0151
C 0.164627 2.385392 1.800790 0.2 0.0 -0.1 0.0099
O -0.251139 1.716636 0.794811 0.0 0.6 0.7 0.0537
C -0.491175 3.705343 2.060897 -0.1 0.0 -0.1 0.0002
C -1.606890 4.080205 1.321871 0.0 0.0 0.0 0.0007
C -2.211232 5.311285 1.524063 0.0 0.0 0.0 0.0002
C -1.696545 6.181370 2.473470 0.0 0.0 0.0 0.0004
C -0.585707 5.812255 3.222210 0.0 0.0 0.0 0.0000
C 0.014069 4.580576 3.020986 0.0 0.0 0.0 0.0002
H 3.758043 3.783656 5.018992 0.0 0.0 0.0 0.0000
H 3.766401 2.090725 5.534595 0.0 0.0 0.0 0.0000
H 2.265593 2.830718 4.951186 0.0 0.0 0.0 0.0000
H 4.749448 2.307865 3.246073 0.0 0.0 -0.1 0.0001
H 3.280132 3.103351 2.683830 0.0 0.0 0.0 0.0001
H 3.442449 -0.964031 3.417317 0.0 0.0 0.1 0.0000
H 4.701631 0.128117 4.007076 0.0 0.0 0.0 0.0001
H 4.102979 -0.577254 1.083266 0.0 0.0 0.0 0.0000
H 5.524517 -1.084155 2.005771 0.0 0.0 0.0 0.0000
H 5.309984 0.620161 1.579481 0.0 0.0 0.0 0.0000
H -1.994737 3.397543 0.585699 0.0 -0.1 -0.1 -0.0008
H -3.076770 5.584008 0.933504 0.0 0.0 0.0 -0.0003
H -2.156642 7.149016 2.629339 0.0 0.0 0.0 0.0000
H -0.178909 6.491263 3.960687 0.0 0.0 0.0 0.0000
H 0.879239 4.284818 3.597444 0.0 0.0 0.0 0.0001
Se -4.704123 2.096185 0.143683 0.0 -0.1 0.0 0.2216
N -4.608201 3.373957 -1.118376 0.0 0.2 -0.1 0.2679
C -3.462215 3.190423 -1.780343 0.0 0.0 0.0 -0.0004
C -2.957986 3.947092 -2.849704 0.0 0.0 0.0 0.1388
C -1.724162 3.589936 -3.391013 0.0 0.0 0.0 0.0390
C -1.013463 2.507626 -2.895497 0.1 0.0 -0.1 0.1417
N -1.477868 1.747771 -1.891084 0.0 -0.1 0.3 0.0577
C -2.654181 2.078848 -1.336734 -0.1 0.1 0.0 -0.0062
N -3.110830 1.350509 -0.324583 0.1 0.0 0.0 0.1577
H -3.524121 4.785458 -3.231995 0.0 0.0 0.0 0.0062
H -1.297875 4.157578 -4.206293 0.0 0.0 0.0 -0.0009
H -0.050568 2.222051 -3.298926 0.0 0.0 0.1 0.0078
```
Forces are in eV/Å.

The total energy is -10586.30632 hartree. As for the energy above the lowest of the compared OMol25 structures with the same formula, charge and spin: 1.9597 eV. As for the charge: 0. The multiplicity is 6. The expectation value of S² is 8.9615. The largest force on an atom comes out at 1.4 eV/A. The frontier orbital gap (spin up / spin down) is 0.1482 / 0.2863 Ha.

---

[3]
Entry from the Open Molecules 2025 dataset: a molecular structure, C26H57IN2O13S5 in a non-equilibrium geometry (ωB97M-V/def2-TZVPD).

The geometry in XYZ format:
```
104
Properties=species:S:1:pos:R:3:forces:R:3:mulliken_charge:R:1
C -3.140536 -3.580176 -1.066757 1.9 0.6 2.3 -0.3313
C -4.032833 -3.338623 0.173503 -3.4 0.6 -2.3 0.3399
O -5.081190 -3.923934 0.378828 2.5 1.0 0.3 -0.5262
N -3.726532 -2.095221 1.029988 -1.9 -1.7 2.3 0.4726
H -4.012385 -2.450086 2.001446 1.0 0.7 -1.5 0.4082
H -2.719505 -1.987550 0.928671 2.8 0.6 0.9 -0.0532
C -4.295742 -0.703357 0.886334 -3.6 -0.7 -1.2 -0.7711
H -3.694078 -3.654274 -1.979040 -0.7 0.2 -0.3 0.4459
H -2.726428 -4.595360 -0.842175 0.1 0.8 -0.4 0.1866
H -2.316848 -2.768586 -1.164137 -1.3 -1.6 0.2 -0.0837
H -4.419645 -0.573881 -0.206044 0.6 0.7 0.6 0.2588
H -3.742853 0.052732 1.425525 0.7 -0.3 -0.3 0.3116
H -5.395259 -0.637668 1.291033 2.1 -0.6 -0.6 0.3249
C 1.107927 -0.890751 -2.063623 0.2 0.0 -2.3 -0.4939
C 0.806117 0.102994 -1.034128 4.8 1.8 3.5 0.4386
O 1.816528 0.588141 -0.424807 -5.0 -1.1 -2.1 -0.4777
N -0.569120 0.433153 -0.707605 0.8 -0.3 -0.3 1.2388
H -1.133471 0.156266 -1.570351 -0.4 1.4 0.2 -0.5149
H -0.827490 -0.382277 -0.158984 -0.5 -2.3 2.3 -0.2046
C -0.885703 1.645001 0.130321 0.4 2.7 -4.0 -0.1172
H 1.816102 -1.649896 -1.753143 0.4 0.4 0.5 0.1099
H 1.583846 -0.222658 -2.833431 -0.1 -0.9 0.4 0.3307
H 0.344496 -1.440644 -2.605083 -0.8 0.4 0.3 0.1158
H -1.969724 1.932371 -0.067334 1.7 -0.2 -0.1 -0.3404
H -0.096222 2.354943 -0.353688 -2.1 -0.3 1.0 0.4305
H -0.729414 1.790249 1.174433 0.5 -1.6 0.9 0.3489
I -2.716976 -0.389892 -3.376211 0.1 -0.1 0.3 -0.7638
O -1.119168 -1.510116 0.978566 -1.5 -0.1 -1.9 -1.0778
H -0.653327 -1.413299 1.782469 0.8 0.1 1.3 0.0231
C 3.122010 0.610172 4.755151 0.9 -0.9 6.8 -0.7392
C 2.450986 1.711683 3.975260 1.5 3.6 7.7 -0.2756
C 2.402442 1.327885 2.694043 3.1 0.7 -6.7 -0.6589
S 4.075352 0.488321 2.416515 -1.4 -0.9 1.1 0.9672
O 5.181317 1.414861 2.359276 -0.4 -0.1 -0.3 -0.7101
O 3.787396 -0.521999 1.442290 0.8 -0.3 -1.2 -0.3795
C 4.031072 -0.328702 4.087010 -13.5 5.6 -7.7 -1.5984
H 2.284877 0.033176 5.356767 1.8 0.9 -1.1 0.2500
H 3.874385 1.007393 5.580602 -2.1 -0.1 -1.1 0.1772
H 2.995620 2.716830 4.317850 -1.4 -1.8 -1.3 0.2469
H 1.460405 1.638720 4.363068 -0.8 1.2 0.6 0.2391
H 2.335204 2.174695 1.987866 -0.3 -0.8 -0.2 0.4431
H 1.682694 0.586635 2.618675 -1.2 -1.6 -1.2 0.2559
H 4.794335 -0.624172 4.339663 14.8 -3.7 5.4 1.6439
H 3.597723 -1.244625 3.904248 -1.8 -2.0 -1.0 0.1702
C 5.208039 -4.534032 -0.063333 -0.8 -0.2 0.3 -0.5006
C 5.929959 -5.238479 1.100675 1.8 0.1 -3.3 -0.9679
C 5.170760 -5.113195 2.293709 -1.6 -5.2 1.6 -0.6307
S 4.571014 -3.521082 2.160918 -3.8 0.5 3.6 1.3218
O 5.542375 -2.635008 2.769076 0.0 -0.1 -1.0 -0.7042
O 3.252989 -3.630858 2.771779 0.0 0.9 0.1 -0.7922
C 4.346185 -3.334967 0.413196 -0.1 -3.4 0.8 -0.4869
H 4.609104 -5.305286 -0.511800 -0.8 0.0 -0.4 -0.0156
H 5.797126 -4.147855 -0.835544 1.5 0.1 -1.1 0.4686
H 6.796230 -4.711704 1.311161 2.3 1.2 0.0 0.3170
H 6.268865 -6.216532 0.796666 -0.2 -0.5 0.1 0.4926
H 5.756404 -5.441783 3.166663 -0.2 1.2 0.0 0.4173
H 4.399487 -5.999490 2.283396 0.3 2.3 0.0 0.2240
H 4.747933 -2.402684 0.356969 1.2 2.7 -1.3 0.6096
H 3.317113 -3.406333 0.031811 0.3 0.3 0.8 0.2216
C 0.201890 -4.452162 -3.217905 0.4 1.5 -1.1 -0.3171
C 0.428958 -5.928909 -2.972982 -3.9 -0.7 -1.5 -0.6440
C 1.835441 -6.096015 -2.844010 2.4 0.3 -0.8 -0.9185
S 2.710020 -4.856258 -3.841363 -3.3 -4.6 -3.7 1.1289
O 3.259489 -5.486397 -5.023593 -1.0 0.1 0.1 -0.7482
O 3.596922 -4.168437 -3.088593 5.0 4.2 4.9 -0.5246
C 1.284888 -3.880192 -4.140904 -0.7 -2.1 -3.0 -0.6477
H 0.408002 -3.929753 -2.314160 -0.6 0.5 1.2 0.0925
H -0.725909 -4.128529 -3.700609 -0.2 -0.4 0.8 0.4474
H -0.033174 -6.510254 -3.846905 0.5 0.5 1.4 0.2472
H -0.002135 -6.165754 -1.972370 -0.4 -0.3 -1.1 0.2658
H 2.300022 -7.004458 -3.024827 0.4 -2.1 -1.3 0.6711
H 1.997937 -6.076904 -1.826747 1.2 1.3 2.4 0.3394
H 1.048322 -4.136232 -5.248566 0.2 0.9 1.7 0.3541
H 1.574851 -2.866196 -3.994254 -0.1 0.8 0.0 0.2779
C -6.322278 4.548611 -1.918015 -3.6 4.4 3.0 -0.4955
C -5.830169 3.857091 -3.139374 -3.6 1.5 1.4 -0.7147
C -4.924060 2.951357 -2.582782 1.3 -5.6 -0.5 -0.4340
S -4.074875 3.636406 -1.224393 -0.7 -1.5 1.5 1.5097
O -2.758904 4.025021 -1.586227 1.6 0.5 -0.3 -0.7267
O -4.267263 2.704426 -0.102364 0.1 1.2 -0.9 -0.6651
C -5.118211 5.113857 -1.045052 -0.6 -3.8 -9.0 -1.5055
H -6.784054 3.848890 -1.091545 0.0 1.0 -2.2 0.2346
H -7.116076 5.499769 -2.263932 2.1 -2.8 1.5 0.2802
H -5.372426 4.485799 -3.819274 0.7 1.7 -1.5 0.4124
H -6.688811 3.371749 -3.571604 -0.1 -0.2 -0.6 0.3106
H -4.253900 2.835394 -3.453626 0.6 -1.6 1.2 0.2510
H -5.551361 2.000946 -2.167275 2.2 1.9 -1.2 0.1683
H -4.569078 5.828648 -1.548411 1.0 1.8 -1.1 0.4122
H -5.030442 5.196637 -0.121826 -0.8 1.3 8.6 0.8835
C -0.889839 7.802969 0.718413 1.0 0.5 -3.6 -0.7503
C -0.161397 7.447380 1.953839 3.2 -0.3 -1.1 -0.7942
C -0.450626 6.070740 2.314593 1.6 -0.2 1.3 -0.6862
S -0.954355 5.254702 0.919779 1.1 -1.4 -1.2 1.4319
O -1.860809 4.306125 1.457592 -1.8 -1.8 -0.3 -0.7285
O 0.218831 4.774054 0.190975 -1.3 1.1 0.1 -0.7532
C -1.825780 6.692977 0.206542 3.1 -0.9 -3.7 -0.6011
H -0.103993 8.066640 -0.097080 -1.4 -0.7 1.1 0.2357
H -1.458068 8.667861 0.776881 -1.0 1.8 0.4 0.4615
H -0.307372 7.992378 2.789513 -1.2 2.4 2.5 0.4626
H 0.920260 7.575389 1.844364 0.0 0.0 -0.6 0.2467
H -1.238898 6.139646 2.991781 -1.7 -0.7 1.0 0.3660
H 0.350582 5.531201 2.816102 0.1 -0.1 -0.3 0.4138
H -2.775362 6.647382 0.594027 -2.2 0.1 1.3 0.4538
H -1.946758 6.613221 -1.002036 0.6 0.1 3.1 0.2609
```
Forces are in eV/Å.

The total energy is -4400.59513 hartree. As for the energy above the lowest of the compared OMol25 structures with the same formula, charge and spin: 0.0000 eV. As for the charge: 0. The largest force on an atom comes out at 16.5 eV/A. The frontier orbital gap is 0.2734 Ha.